Entry 1:
A 2-piece molecular cluster, C5H14NO overall, computed with ωB97M-V/def2-TZVPD.

Bonds (Å) are listed after each position.
Atoms and positions in Å:
1 C -2.35464 0.40474 0.31241  C2 1.537, H7 1.082, H8 1.094, H9 1.096
2 C -1.41933 -0.41543 1.21591  C1 1.537, C3 1.532, H10 1.093, H11 1.103
3 C -0.10002 0.31612 1.48287  C2 1.532, C4 1.498, H12 1.092, H13 1.094
4 C 0.91890 0.19629 0.39094  C3 1.498, C5 1.336, N6 1.484
5 C 1.57788 1.17953 -0.22810  C4 1.336, H14 1.087, H15 1.081
6 N 1.42779 -1.18523 0.20140  C4 1.484, H16 1.070, H17 1.027, H18 1.041
7 H -3.06793 -0.23841 -0.18594  C1 1.082
8 H -2.87198 1.19679 0.86203  C1 1.094
9 H -1.78470 0.92619 -0.46459  C1 1.096
10 H -1.99446 -0.67198 2.10896  C2 1.093
11 H -1.24662 -1.38207 0.71386  C2 1.103
12 H 0.38892 -0.02637 2.39753  C3 1.092
13 H -0.33226 1.38306 1.55672  C3 1.094
14 H 2.40405 0.97924 -0.90597  C5 1.087
15 H 1.41174 2.22808 -0.02298  C5 1.081
16 H 1.49951 -1.69986 1.13701  N6 1.070
17 H 0.72996 -1.67541 -0.37112  N6 1.027
18 H 2.35842 -1.20389 -0.26472  N6 1.041
19 H 0.79413 -0.25733 -2.53200  O21 0.968
20 H 0.62458 0.33481 -3.94397  O21 0.963
21 O 1.03606 -0.38886 -3.46024  H19 0.968, H20 0.963

Spin multiplicity ... 2
ΔE to the lowest compared entry with this formula, charge and spin ... 52.0 kcal per mole
Maximum force ... 0.94 eV/A
Kohn-Sham gap (alpha / beta) ... 0.167 / 0.388 Eh
HOMO level (alpha / beta) ... -3.8 / -10.1 eV
LUMO energy (alpha / beta) ... 0.0273 / 0.0168 Eh
Charge ... 0

Entry 2:
A 2-piece molecular cluster, C5H14NO overall in a non-equilibrium geometry, computed with ωB97M-V/def2-TZVPD.

Bonds (Å) are listed after each position.
Atoms and positions in Å:
1 O -2.38289 -0.40994 -1.13079  C2 1.435, C3 1.435
2 C -3.50679 0.17718 -1.80182  O1 1.435, C4 1.524, H6 1.107, H7 1.107
3 C -1.26669 0.48876 -1.19819  O1 1.435, C5 1.524, H8 1.107, H9 1.107
4 C -3.14944 1.64096 -2.02883  C2 1.524, C5 1.528, H10 1.107, H11 1.107
5 C -1.63704 1.55048 -2.22654  C3 1.524, C4 1.528, H12 1.107, H13 1.107
6 H -3.67496 -0.34750 -2.76196  C2 1.107
7 H -4.40747 0.02957 -1.17537  C2 1.107
8 H -1.09821 0.93878 -0.20092  C3 1.107
9 H -0.36221 -0.09225 -1.46241  C3 1.107
10 H -3.68957 2.08869 -2.88512  C4 1.107
11 H -3.38543 2.24278 -1.13018  C4 1.107
12 H -1.10414 2.50784 -2.06868  C5 1.107
13 H -1.40233 1.19938 -3.24981  C5 1.107
14 C -3.26393 -2.53933 0.99969  N15 1.497, H16 1.103, H17 1.103, H18 1.103
15 N -2.35536 -2.55972 -0.18954  C14 1.497, H19 1.040, H20 1.040, H21 1.040
16 H -3.28300 -3.52995 1.48437  C14 1.103
17 H -4.29068 -2.27786 0.69306  C14 1.103
18 H -2.91592 -1.79452 1.73506  C14 1.103
19 H -1.38568 -2.80587 0.09458  N15 1.040
20 H -2.67947 -3.26074 -0.88605  N15 1.040
21 H -2.33400 -1.62752 -0.65013  N15 1.040

Spin multiplicity ... 1
ΔE to the lowest compared entry with this formula, charge and spin ... 26.3 kcal per mole
Maximum force ... 3.55 eV/A
Kohn-Sham gap ... 0.416 Eh
HOMO level ... -14.4 eV
LUMO energy ... -0.1145 Eh
Charge ... +1

Entry 3:
A 3-piece molecular cluster, C5H14NO overall in a non-equilibrium geometry, computed with ωB97M-V/def2-TZVPD.

Bonds (Å) are listed after each position.
Atoms and positions in Å:
1 C 0.80951 -0.33774 2.04548  C2 1.506, H7 1.092, H8 1.091, H9 1.089
2 C -0.19184 0.08798 1.00411  C1 1.506, C3 1.553, H10 1.092, H16 1.079
3 C 0.46509 0.99406 -0.07330  C2 1.553, C4 1.466, H11 1.093, H12 1.087
4 C 1.40219 0.25362 -0.92383  C3 1.466, C5 1.332, H13 1.171
5 C 2.72855 0.33055 -1.02152  C4 1.332, H14 1.079, H15 1.088
6 N -3.16005 -0.14745 -0.24019  H17 1.013, H18 1.013, H20 1.024
7 H 1.77329 -0.60759 1.60955  C1 1.092
8 H 0.46472 -1.21657 2.59211  C1 1.091
9 H 0.95743 0.39193 2.84063  C1 1.089
10 H -1.08975 0.55603 1.41419  C2 1.092
11 H -0.32224 1.35139 -0.74178  C3 1.093
12 H 0.93323 1.82828 0.44226  C3 1.087
13 H 0.79756 -0.49556 -1.59123  C4 1.171
14 H 3.25925 1.23845 -0.77942  C5 1.079
15 H 3.29815 -0.49420 -1.44399  C5 1.088
16 H -0.60210 -0.71876 0.41687  C2 1.079
17 H -2.48027 -0.56415 -0.86573  N6 1.013
18 H -3.99753 -0.71335 -0.17380  N6 1.013
19 H -0.85231 -1.51802 -2.36739  O21 0.979
20 H -3.43528 0.77226 -0.59574  N6 1.024
21 O -0.75761 -0.99116 -1.54728  H19 0.979

Spin multiplicity ... 1
ΔE to the lowest compared entry with this formula, charge and spin ... 195.9 kcal per mole
Maximum force ... 2.02 eV/A
Kohn-Sham gap ... 0.152 Eh
HOMO level ... -13.6 eV
LUMO energy ... -0.3479 Eh
Charge ... +1

Entry 4:
A 2-piece molecular cluster, C5H14NO overall in a non-equilibrium geometry, computed with ωB97M-V/def2-TZVPD.

Bonds (Å) are listed after each position.
Atoms and positions in Å:
1 C -0.80463 1.02683 0.20249  O2 1.460, C3 1.505, H8 1.092, H9 1.078
2 O 0.24544 1.66086 0.99402  C1 1.460, H10 0.953
3 C -0.23500 0.43227 -1.05720  C1 1.505, C4 1.521, H11 1.046
4 C 0.42215 -0.93731 -1.13296  C3 1.521, C5 1.590, H12 1.091, H13 1.127
5 C -0.26882 -2.03309 -2.05453  C4 1.590, C6 1.537, H14 1.107, H15 1.058
6 C -1.64337 -2.59255 -1.65615  C5 1.537, H16 1.062, H17 1.077, H18 1.151
7 N 1.92525 2.14373 3.84340  H19 1.010, H20 1.013, H21 1.018
8 H -1.43101 0.35383 0.79187  C1 1.092
9 H -1.49578 1.79507 -0.10387  C1 1.078
10 H 0.98719 1.47010 0.42736  O2 0.953
11 H 0.07469 0.99563 -1.88203  C3 1.046
12 H 0.40156 -1.42027 -0.15514  C4 1.091
13 H 1.40227 -0.85665 -1.68429  C4 1.127
14 H 0.42477 -2.82077 -2.40589  C5 1.107
15 H -0.47320 -1.50296 -2.94657  C5 1.058
16 H -1.97346 -3.42161 -2.23179  C6 1.062
17 H -2.37373 -1.80765 -1.75810  C6 1.077
18 H -1.58987 -2.97949 -0.57349  C6 1.151
19 H 1.25549 2.85615 3.59020  N7 1.010
20 H 2.79667 2.50318 4.21500  N7 1.013
21 H 1.73214 1.16547 4.05087  N7 1.018

Spin multiplicity ... 1
ΔE to the lowest compared entry with this formula, charge and spin ... 124.7 kcal per mole
Maximum force ... 4.78 eV/A
Kohn-Sham gap ... 0.142 Eh
HOMO level ... -11.7 eV
LUMO energy ... -0.2890 Eh
Charge ... +1

Entry 5:
An isolated ion of composition C5H14NO and charge +1 in a non-equilibrium geometry, computed with ωB97M-V/def2-TZVPD.

Bonds (Å) are listed after each position.
Atoms and positions in Å:
1 C -0.61054 -0.44506 1.99839  C2 1.549, H8 1.139, H9 1.002, H10 1.048
2 C -0.69876 -0.30178 0.45843  C1 1.549, C3 1.531, C4 1.630, H11 1.120
3 C -1.27420 -1.64404 -0.00227  C2 1.531, H12 1.178, H13 1.032, H14 1.062
4 C 0.79331 -0.26806 -0.19761  C2 1.630, O5 1.362, C6 1.603, H15 1.082
5 O 0.72193 -0.64123 -1.50508  C4 1.362, H16 0.987
6 C 1.22796 1.27466 -0.24368  C4 1.603, N7 1.484, H17 1.030, H18 1.086
7 N 0.52903 1.87721 -1.40566  C6 1.484, H19 1.051, H20 1.010, H21 1.006
8 H 0.38258 0.01902 2.30908  C1 1.139
9 H -0.56540 -1.37393 2.37196  C1 1.002
10 H -1.37165 0.13563 2.42422  C1 1.048
11 H -1.36828 0.55548 0.18994  C2 1.120
12 H -0.53069 -2.46453 0.40044  C3 1.178
13 H -2.21124 -1.72369 0.42250  C3 1.032
14 H -1.31997 -1.79074 -1.05332  C3 1.062
15 H 1.43297 -0.87755 0.42677  C4 1.082
16 H 0.20866 -1.42290 -1.82105  O5 0.987
17 H 1.10407 1.92967 0.54181  C6 1.030
18 H 2.30367 1.31356 -0.38393  C6 1.086
19 H 0.14270 0.99277 -1.82082  N7 1.051
20 H 1.23973 2.28280 -1.99752  N7 1.010
21 H -0.13590 2.57274 -1.11261  N7 1.006

Spin multiplicity ... 1
ΔE to the lowest compared entry with this formula, charge and spin ... 50.7 kcal per mole
Maximum force ... 5.71 eV/A
Kohn-Sham gap ... 0.410 Eh
SMILES ... CC(C)[C@@H](O)C[NH3+]
HOMO level ... -14.5 eV
LUMO energy ... -0.1235 Eh
Charge ... +1

Entry 6:
A 2-piece molecular cluster, C5H14NO overall in a non-equilibrium geometry, computed with ωB97M-V/def2-TZVPD.

Bonds (Å) are listed after each position.
Atoms and positions in Å:
1 C -2.09153 0.78996 -0.18512  C2 1.565, H7 1.116, H8 1.100, H9 1.085
2 C -1.35287 1.10103 -1.52954  C1 1.565, C3 1.604, H10 1.089, H11 1.075
3 C -0.44308 -0.11088 -2.05399  C2 1.604, C4 1.422, H12 1.095, H13 1.115
4 C 0.32630 -0.70347 -1.01573  C3 1.422, C5 1.337, H14 1.088
5 C 1.30019 -0.18258 -0.26158  C4 1.337, N6 1.468, H15 1.071
6 N 1.85290 -0.92671 0.87648  C5 1.468, H16 1.063, H17 1.026, H18 1.027
7 H -1.35725 0.80127 0.65457  C1 1.116
8 H -2.51663 1.76955 0.07806  C1 1.100
9 H -2.66253 -0.13251 -0.17421  C1 1.085
10 H -2.20975 1.23406 -2.18830  C2 1.089
11 H -0.76591 1.98225 -1.34366  C2 1.075
12 H -0.88709 -0.86494 -2.71225  C3 1.095
13 H 0.16830 0.56635 -2.69502  C3 1.115
14 H -0.01507 -1.64045 -0.58090  C4 1.088
15 H 1.71011 0.80258 -0.35012  C5 1.071
16 H 1.44122 -0.51183 1.76398  N6 1.063
17 H 1.84427 -1.95052 0.94549  N6 1.026
18 H 2.87733 -0.87153 0.92753  N6 1.027
19 H -0.58871 -0.02048 2.94069  O21 0.981
20 H 0.75244 0.72777 3.32506  O21 0.961
21 O 0.38712 -0.09824 2.99810  H19 0.981, H20 0.961

Spin multiplicity ... 1
ΔE to the lowest compared entry with this formula, charge and spin ... 51.2 kcal per mole
Maximum force ... 4.03 eV/A
Kohn-Sham gap ... 0.387 Eh
HOMO level ... -13.8 eV
LUMO energy ... -0.1204 Eh
Charge ... +1

Entry 7:
A 2-piece molecular cluster, C5H14NO2 overall in a non-equilibrium geometry, computed with ωB97M-V/def2-TZVPD.

Bonds (Å) are listed after each position.
Atoms and positions in Å:
1 C 0.10069 -0.98400 -1.28060  O2 1.347, C3 1.655, H8 1.113, H9 1.106
2 O 1.36769 -1.33383 -1.57288  C1 1.347
3 C -0.03524 0.25221 -0.18908  C1 1.655, C4 1.507, N7 1.475, H10 1.093
4 C 1.23674 0.30667 0.61709  C3 1.507, C5 1.525, C6 1.584, H11 1.106
5 C 1.44625 -0.73762 1.70905  C4 1.525, H12 1.111, H13 1.092, H14 1.093
6 C 1.35698 1.72453 1.31219  C4 1.584, H15 1.085, H16 1.087, H17 1.093
7 N -1.29278 0.03521 0.55038  C3 1.475, H18 1.017, H19 1.023
8 H -0.48640 -0.65434 -2.16632  C1 1.113
9 H -0.38245 -1.84429 -0.78074  C1 1.106
10 H -0.21443 1.14725 -0.79047  C3 1.093
11 H 2.01659 0.02673 -0.11626  C4 1.106
12 H 0.67858 -0.52711 2.48443  C5 1.111
13 H 1.32566 -1.79209 1.45246  C5 1.092
14 H 2.42590 -0.66927 2.18929  C5 1.093
15 H 0.94640 1.70567 2.31665  C6 1.085
16 H 0.83435 2.41694 0.65693  C6 1.087
17 H 2.41307 2.00385 1.26658  C6 1.093
18 H -1.29860 0.51144 1.44907  N7 1.017
19 H -1.42410 -0.95838 0.75383  N7 1.023
20 H -3.27862 -0.31609 -1.74077  O22 0.937
21 H -2.51728 0.68161 -0.97755  O22 0.976
22 O -3.37932 0.55816 -1.41889  H20 0.937, H21 0.976

Spin multiplicity ... 1
ΔE to the lowest compared entry with this formula, charge and spin ... 21.6 kcal per mole
Maximum force ... 2.42 eV/A
Kohn-Sham gap ... 0.238 Eh
HOMO level ... -2.7 eV
LUMO energy ... 0.1397 Eh
Charge ... -1

Entry 8:
A 2-piece molecular cluster, C5H14NO2 overall in a non-equilibrium geometry, computed with ωB97M-V/def2-TZVPD.

Bonds (Å) are listed after each position.
Atoms and positions in Å:
1 C 0.93603 -0.61714 0.65302  O2 1.345, C3 1.673, H8 1.075, H9 1.134
2 O 2.15711 -0.59876 1.21694  C1 1.345
3 C 0.47536 0.89895 0.11637  C1 1.673, C4 1.518, N7 1.524, H10 1.079
4 C -0.87949 1.23935 0.70948  C3 1.518, C5 1.594, H11 1.082, H12 1.103
5 C -2.10351 1.52388 -0.27082  C4 1.594, C6 1.535, H13 1.103, H14 1.088
6 C -1.95970 0.75735 -1.59332  C5 1.535, H15 1.099, H16 1.116, H17 1.112
7 N 1.44703 1.88007 0.76234  C3 1.524, H18 1.023, H19 1.017
8 H 0.16838 -0.94974 1.32825  C1 1.075
9 H 0.90711 -1.44261 -0.12386  C1 1.134
10 H 0.50557 0.94960 -0.96135  C3 1.079
11 H -0.88713 2.04013 1.43754  C4 1.082
12 H -1.11208 0.34954 1.31826  C4 1.103
13 H -2.04564 2.62108 -0.37316  C5 1.103
14 H -3.03657 1.25195 0.21784  C5 1.088
15 H -1.10720 0.97342 -2.25179  C6 1.099
16 H -2.75093 0.80156 -2.37896  C6 1.116
17 H -2.00030 -0.31305 -1.29561  C6 1.112
18 H 1.65802 1.34537 1.60833  N7 1.023
19 H 2.29976 1.81485 0.21247  N7 1.017
20 H 0.94316 -3.67628 -1.50270  O22 0.960
21 H -0.13012 -3.69129 -0.40037  O22 0.976
22 O 0.19191 -4.17979 -1.18187  H20 0.960, H21 0.976

Spin multiplicity ... 1
ΔE to the lowest compared entry with this formula, charge and spin ... 38.2 kcal per mole
Maximum force ... 2.41 eV/A
Kohn-Sham gap ... 0.235 Eh
HOMO level ... -2.7 eV
LUMO energy ... 0.1367 Eh
Charge ... -1

Entry 9:
A 2-piece molecular cluster, C5H14NO2 overall in a non-equilibrium geometry, computed with ωB97M-V/def2-TZVPD.

Bonds (Å) are listed after each position.
Atoms and positions in Å:
1 C -1.34515 0.54433 -2.98685  C2 1.596, H8 0.994, H9 1.071, H10 1.115
2 C -1.44620 0.67595 -1.39985  C1 1.596, N3 1.488, H11 1.115, H12 1.053
3 N -0.16174 0.22398 -0.79979  C2 1.488, C4 1.451, C5 1.470
4 C -0.18356 -1.22523 -0.73602  N3 1.451, H13 1.174, H14 1.112, H15 1.074
5 C 0.20270 0.89668 0.45557  N3 1.470, C6 1.647, H16 1.171, H17 1.078
6 C 1.64371 0.43716 1.10723  C5 1.647, O7 1.270, H18 1.197, H19 1.188
7 O 1.58309 -0.30748 2.13444  C6 1.270
8 H -2.29519 0.72626 -3.21367  C1 0.994
9 H -1.05821 -0.47674 -3.13215  C1 1.071
10 H -0.57089 1.32487 -3.17461  C1 1.115
11 H -1.50568 1.75606 -1.12759  C2 1.115
12 H -2.35128 0.24263 -1.08068  C2 1.053
13 H -0.86478 -1.52853 0.17012  C4 1.174
14 H 0.85991 -1.56391 -0.55668  C4 1.112
15 H -0.53264 -1.75528 -1.60305  C4 1.074
16 H 0.45532 1.97890 0.08707  C5 1.171
17 H -0.52827 0.99497 1.24209  C5 1.078
18 H 2.32330 1.38243 1.38632  C6 1.197
19 H 2.13221 0.06710 0.08942  C6 1.188
20 H 1.05076 -0.59696 4.28871  O22 1.053
21 H 1.42663 -2.25110 4.12008  O22 0.968
22 O 1.16596 -1.54611 4.72989  H20 1.053, H21 0.968

Spin multiplicity ... 2
ΔE to the lowest compared entry with this formula, charge and spin ... 56.7 kcal per mole
Maximum force ... 5.89 eV/A
Kohn-Sham gap (alpha / beta) ... 0.355 / 0.243 Eh
HOMO level (alpha / beta) ... -8.8 / -8.8 eV
LUMO energy (alpha / beta) ... 0.0302 / -0.0811 Eh
Charge ... 0

Entry 10:
A 2-piece molecular cluster, C5H14NO2 overall in a non-equilibrium geometry, computed with ωB97M-V/def2-TZVPD.

Bonds (Å) are listed after each position.
Atoms and positions in Å:
1 C -0.17726 -0.60215 -0.29073  O2 1.408, C3 1.528, H8 1.107, H9 1.092
2 O -1.50062 -0.21164 -0.00914  C1 1.408, H10 0.952
3 C 0.82611 0.14862 0.58355  C1 1.528, C4 1.556, N7 1.554, H11 1.080
4 C 1.02203 1.66514 0.29661  C3 1.556, C5 1.548, H12 1.082, H13 1.092
5 C 0.17951 2.22875 -0.87283  C4 1.548, C6 1.327, H14 1.089
6 C 0.52257 3.21833 -1.68696  C5 1.327, H15 1.078, H16 1.088
7 N 0.16482 0.12501 1.99018  C3 1.554, H17 1.015, H18 1.015, H19 1.028
8 H -0.18472 -1.70554 -0.20508  C1 1.107
9 H 0.03371 -0.46454 -1.35361  C1 1.092
10 H -1.96176 0.14768 -0.76056  O2 0.952
11 H 1.73394 -0.41765 0.72864  C3 1.080
12 H 2.04804 1.78629 -0.02511  C4 1.082
13 H 0.62604 2.38485 1.01635  C4 1.092
14 H -0.88834 2.02597 -0.81372  C5 1.089
15 H 1.49724 3.55595 -2.00037  C6 1.078
16 H -0.30548 3.76199 -2.13730  C6 1.088
17 H 0.43128 -0.73661 2.45614  N7 1.015
18 H 0.36576 0.98777 2.48482  N7 1.015
19 H -0.85628 0.09798 1.87652  N7 1.028
20 H -0.04377 -5.64577 -0.31828  O22 0.985
21 H -1.08686 -4.78370 0.48355  O22 0.973
22 O -0.68485 -4.90207 -0.39430  H20 0.985, H21 0.973

Spin multiplicity ... 1
ΔE to the lowest compared entry with this formula, charge and spin ... 64.4 kcal per mole
Maximum force ... 3.10 eV/A
Kohn-Sham gap ... 0.369 Eh
HOMO level ... -13.4 eV
LUMO energy ... -0.1230 Eh
Charge ... +1

Which of these has the highest maximum force?
number 9